Record 1
69
Properties=species:S:1:pos:R:3:forces:R:3:lowdin_charge:R:1 method="wB97M-V/def2-TZVPD" multiplicity=1 homo_energy_ev=-5.038 lumo_ha=-0.011 charge=-1
C 1.3202 4.9332 -6.3442 0.51 0.18 0.05 -0.115
O 2.4531 4.1088 -6.5290 -0.28 -0.22 0.25 -0.032
B 2.2218 2.7693 -6.1857 0.18 -0.09 -0.26 -0.577
O 1.4199 2.0404 -7.1081 0.05 -0.09 0.64 0.101
B 2.8508 2.0344 -4.7657 0.23 -0.41 -0.78 -0.859
Br 2.8078 3.5250 -3.3013 -0.01 0.19 0.22 0.619
C 1.9766 0.7449 -4.2969 0.32 0.78 0.25 -0.184
C 0.5271 1.0073 -3.8904 0.20 -0.57 0.16 -0.100
C 0.2482 1.2841 -2.4306 -0.18 0.56 -0.26 -0.591
F 1.2857 1.0527 -1.5993 -0.21 -0.03 0.03 0.100
F -0.1795 2.5487 -2.2044 0.13 -0.33 0.13 0.093
F -0.7726 0.4879 -1.9740 0.15 -0.04 0.11 0.075
C 4.4638 1.7263 -5.0167 -0.52 0.07 0.21 -0.117
C 4.8003 0.5972 -5.9141 1.06 0.13 -0.86 -0.506
O 5.5374 0.7013 -6.8787 -0.81 -0.22 0.48 0.073
O 4.2402 -0.6359 -5.6253 -0.13 0.44 0.46 0.054
H 0.4502 4.3841 -5.9954 -0.36 -0.16 -0.05 0.081
H 1.5451 5.6531 -5.5683 0.05 0.28 0.26 0.077
H 1.0844 5.4700 -7.2546 -0.19 0.06 -0.34 0.081
H 0.5216 2.3710 -7.0616 -0.30 0.12 -0.46 0.074
H 1.9284 0.0545 -5.1240 0.01 -0.20 -0.38 0.083
H 2.5013 0.2143 -3.5115 0.02 -0.25 0.33 0.099
H 0.0708 1.7956 -4.4695 -0.08 0.46 -0.11 0.116
H -0.0432 0.1142 -4.1106 -0.30 -0.27 0.00 0.119
H 4.9599 1.6392 -4.0544 0.06 -0.40 0.30 0.100
H 4.8949 2.5894 -5.4975 0.31 0.38 -0.06 0.098
H 3.7270 -0.8749 -6.3986 0.12 -0.38 -0.38 0.106
C -6.5439 2.4344 -2.4991 -0.09 -0.07 0.18 0.068
C -5.8040 2.7669 -3.5639 -0.26 0.03 0.09 -0.241
C -4.3378 2.4382 -3.6504 0.31 -0.22 0.33 -0.306
O -3.7542 2.7636 -4.6668 -0.12 0.11 -0.17 0.112
C -3.7130 1.7612 -2.5288 0.03 0.08 -0.21 0.089
C -4.4527 1.4308 -1.4614 0.23 0.02 -0.13 -0.231
C -5.9228 1.7377 -1.3849 -0.28 0.21 -0.28 -0.316
O -6.5270 1.3884 -0.3869 0.10 -0.08 0.14 0.098
O -3.9607 0.8132 -0.3972 -0.06 -0.03 0.07 0.123
O -6.2901 3.4024 -4.6204 0.03 0.02 -0.08 0.111
H -7.5976 2.6634 -2.4279 0.00 0.01 -0.02 0.132
H -2.6586 1.5450 -2.5936 0.04 -0.02 0.06 0.112
H -4.7090 0.6964 0.2162 -0.06 -0.01 0.05 0.116
H -5.5371 3.5089 -5.2336 0.08 0.00 -0.04 0.118
C 0.0753 -1.0720 2.8637 0.00 -0.09 0.16 0.069
C 0.7243 -0.7253 1.7348 -0.22 0.03 0.11 -0.226
C 2.1943 -1.0180 1.5526 0.27 -0.13 0.18 -0.306
O 2.7155 -0.7016 0.5068 -0.11 0.06 -0.11 0.140
C 2.9026 -1.6684 2.6456 -0.01 0.05 -0.06 0.076
C 2.2496 -2.0091 3.7643 0.05 0.04 -0.27 -0.238
C 0.7771 -1.7328 3.9340 -0.42 0.28 -0.17 -0.295
O 0.2273 -2.0609 4.9821 0.41 -0.27 -0.04 0.063
O 2.8501 -2.6109 4.7785 -0.11 -0.17 0.38 0.114
O 0.1247 -0.1211 0.7386 0.25 0.03 -0.22 0.132
H -0.9756 -0.8657 3.0067 -0.01 0.01 -0.04 0.134
H 3.9567 -1.8642 2.5111 0.01 -0.02 0.02 0.135
H 2.1739 -2.8052 5.4551 0.00 -0.03 0.06 0.095
H 0.7760 0.0512 0.0195 -0.13 0.00 0.14 0.100
C -1.7770 -4.0898 9.0556 -0.05 -0.04 0.14 0.068
C -0.9003 -3.9524 8.0434 -0.22 0.11 -0.15 -0.226
C 0.5491 -4.3474 8.2163 0.07 -0.10 0.16 -0.307
O 1.3028 -4.2379 7.2730 0.08 0.19 -0.41 0.113
C 0.9821 -4.8532 9.5087 0.03 0.02 -0.05 0.072
C 0.0989 -4.9769 10.5054 0.28 -0.03 -0.10 -0.246
C -1.3472 -4.6113 10.3339 -0.24 0.17 -0.35 -0.324
O -2.0826 -4.7753 11.2921 0.06 -0.06 0.19 0.096
O 0.4163 -5.4286 11.7098 -0.04 -0.05 0.16 0.111
O -1.2844 -3.4738 6.8734 0.37 -0.10 -0.34 0.112
H -2.8172 -3.8174 8.9523 -0.01 0.01 -0.05 0.134
H 2.0238 -5.1186 9.6201 0.00 0.00 0.00 0.134
H -0.4130 -5.4159 12.2249 -0.07 0.00 0.02 0.117
H -0.5557 -3.3839 6.2074 -0.21 0.07 0.70 0.098

Record 2
18
Properties=species:S:1:pos:R:3:forces:R:3:lowdin_charge:R:1 method="wB97M-V/def2-TZVPD" multiplicity=1 homo_energy_ev=-14.905 e_above_lowest_kj_mol=55.73 lumo_ha=-0.171 charge=+1
C -1.2296 2.5620 -0.3678 1.63 0.59 -1.04 0.200
N -0.5315 1.6055 0.0662 -0.20 -0.22 -0.66 0.062
C 0.9019 1.3842 -0.0801 0.85 0.31 0.29 -0.135
C 1.3494 0.1871 -0.9096 0.86 -0.14 -0.31 -0.131
C 0.5665 -1.1265 -0.8368 -1.07 1.08 0.20 -0.066
C -0.1789 -1.4498 0.4328 1.19 -1.11 -0.05 -0.506
O -0.4264 -0.6988 1.3435 -0.51 0.63 0.34 0.094
O -0.5244 -2.7281 0.4442 0.18 0.03 -0.54 0.165
H -2.2706 2.6114 -0.2389 -1.22 -0.09 0.45 0.111
H -0.7255 3.3328 -0.9626 -0.22 -0.15 0.32 0.136
H -0.9303 0.8107 0.5833 -0.19 0.01 0.34 0.131
H 1.4705 2.2577 -0.3877 -0.58 0.38 -0.41 0.141
H 1.1956 1.2714 0.9400 0.36 -0.48 0.78 0.130
H 2.4052 0.0159 -0.6413 -0.42 -0.10 0.58 0.136
H 1.5456 0.4806 -1.9470 -0.86 -0.02 -0.08 0.125
H -0.2773 -1.1416 -1.5258 0.07 0.16 -0.61 0.141
H 1.1860 -1.9392 -1.1254 0.45 -0.80 -0.12 0.127
H -1.0061 -2.9341 1.2468 -0.32 -0.08 0.54 0.142

Record 3
53
Properties=species:S:1:pos:R:3:forces:R:3:lowdin_charge:R:1 method="wB97M-V/def2-TZVPD" multiplicity=1 homo_energy_ev=-7.565 e_above_lowest_kj_mol=141.48 lumo_ha=0.030 charge=0
C 4.4428 -3.1322 2.3496 0.14 -0.06 0.05 -0.114
C 3.6893 -2.1016 2.8843 0.06 -0.03 -0.01 -0.092
C 2.4942 -1.7217 2.3073 -0.06 0.13 0.00 -0.030
C 2.0104 -2.3600 1.1567 0.10 -0.07 0.10 -0.217
N 0.8121 -1.9845 0.5864 -0.26 0.05 -0.06 -0.100
C 0.1770 -0.7322 0.9164 -0.31 0.19 0.41 -0.142
C -0.8144 -0.8731 2.0935 0.26 -0.08 -0.06 -0.188
O -1.1280 0.3529 2.7077 -0.06 0.20 0.14 -0.137
C -1.9287 1.2092 1.9182 -0.09 0.20 -0.07 -0.188
C -2.2542 2.4421 2.7666 0.19 -0.36 0.11 -0.177
O -3.1600 3.3340 2.1628 -0.12 -0.14 -0.06 -0.135
C -2.6507 4.1682 1.1497 -0.11 -0.02 -0.40 -0.176
C -2.7294 3.5765 -0.2658 -0.06 0.18 0.25 -0.188
O -1.4820 3.0220 -0.6262 0.23 0.00 0.00 -0.170
C -1.4787 2.4767 -1.9243 0.10 -0.11 -0.31 -0.192
C -0.0553 2.0057 -2.2486 -0.16 0.23 0.33 -0.172
O 0.1155 1.7087 -3.6170 -0.03 0.16 -0.04 -0.131
C -0.3715 0.4562 -4.0368 0.28 -0.39 0.05 -0.180
C 0.4837 -0.7292 -3.5733 -0.14 0.24 -0.28 -0.188
O 0.0633 -1.1650 -2.2993 -0.17 0.08 0.19 -0.167
C 0.7290 -2.3361 -1.8775 -0.04 -0.30 0.17 -0.192
C 0.2153 -2.7371 -0.4849 0.32 0.07 -0.54 -0.133
C 2.7865 -3.3986 0.6252 -0.12 -0.07 -0.13 -0.038
C 3.9760 -3.7760 1.2177 0.07 0.00 0.06 -0.097
H 5.3748 -3.4280 2.8062 0.07 -0.02 0.04 0.095
H 4.0312 -1.5870 3.7709 0.01 0.04 0.07 0.103
H 1.9318 -0.9278 2.7704 -0.10 0.09 0.03 0.099
H 0.9287 0.0158 1.1837 -0.06 0.02 -0.05 0.132
H -0.3475 -0.3774 0.0270 0.10 0.05 0.06 0.105
H -1.7316 -1.3777 1.7532 0.06 -0.01 0.04 0.126
H -0.3579 -1.4805 2.8790 -0.03 -0.04 -0.14 0.125
H -2.8626 0.6998 1.6339 0.04 0.05 -0.01 0.138
H -1.3971 1.5165 1.0107 -0.12 -0.08 0.08 0.109
H -1.3155 2.9523 3.0205 -0.05 0.00 0.02 0.132
H -2.7370 2.1171 3.6916 0.14 -0.01 -0.04 0.132
H -3.2709 5.0683 1.1879 0.12 -0.04 -0.05 0.125
H -1.6076 4.4403 1.3518 -0.04 0.06 0.00 0.132
H -3.5168 2.8094 -0.2946 0.02 0.08 0.01 0.134
H -2.9939 4.3674 -0.9834 0.02 -0.06 0.05 0.126
H -1.7801 3.2379 -2.6604 0.03 -0.09 0.04 0.134
H -2.1939 1.6412 -1.9827 0.03 0.08 -0.02 0.128
H 0.2067 1.1479 -1.6222 0.04 0.08 0.01 0.109
H 0.6335 2.8263 -2.0343 -0.07 -0.08 0.07 0.136
H -1.4038 0.2929 -3.7062 0.00 -0.04 -0.07 0.126
H -0.3488 0.5032 -5.1278 -0.06 -0.09 0.08 0.129
H 0.3767 -1.5542 -4.2946 0.01 0.06 0.03 0.126
H 1.5414 -0.4287 -3.5466 -0.08 -0.02 -0.05 0.139
H 0.5343 -3.1470 -2.5976 0.02 0.05 0.04 0.127
H 1.8134 -2.1589 -1.8416 -0.07 -0.07 0.01 0.130
H 0.3934 -3.8030 -0.3285 -0.08 0.03 -0.02 0.120
H -0.8645 -2.5711 -0.4676 0.01 -0.09 -0.01 0.132
H 2.4738 -3.9184 -0.2666 -0.04 -0.02 -0.08 0.094
H 4.5480 -4.5816 0.7795 0.03 -0.05 -0.04 0.102

Record 4
17
Properties=species:S:1:pos:R:3:forces:R:3:lowdin_charge:R:1 method="wB97M-V/def2-TZVPD" multiplicity=1 homo_energy_ev="-6.668 / -7.049" e_above_lowest_kj_mol=593.23 lumo_ha="0.031 / 0.025" charge=0
C -0.1245 0.0542 -0.6439 -0.99 0.67 0.75 -0.398
N 0.4204 0.4850 0.4874 1.25 -0.94 -0.62 0.038
C 2.3928 -0.0558 -0.3509 1.20 -0.11 0.11 -0.415
N 2.9134 -0.8318 0.6211 -0.07 0.06 0.00 0.111
N -0.5476 -1.2134 -0.7481 0.13 0.17 -0.01 0.135
C -1.7714 1.1921 0.5925 -0.81 0.01 -0.46 -0.070
C -2.9458 0.6521 0.3381 -0.04 -0.03 0.05 -0.131
O 2.9436 0.2659 -1.3755 -0.63 -0.04 0.45 0.023
H 0.6679 1.4643 0.4246 -0.07 0.01 -0.19 0.067
H -0.0478 0.5872 -1.5901 -0.16 0.06 0.10 0.141
H 2.3507 -1.0055 1.4368 0.14 0.08 -0.05 0.079
H 3.8891 -1.1129 0.5970 -0.23 -0.01 -0.03 0.102
H -0.9011 -1.5594 -1.6235 0.01 0.01 0.17 0.109
H -0.6747 -1.7539 0.0953 -0.01 0.06 -0.16 0.119
H -1.6299 2.0084 1.2964 0.17 0.03 -0.11 0.034
H -3.8745 1.0124 0.7866 0.09 -0.07 0.07 0.037
H -3.0606 -0.1888 -0.3438 0.02 0.03 -0.07 0.020

Record 5
17
Properties=species:S:1:pos:R:3:forces:R:3:lowdin_charge:R:1 method="wB97M-V/def2-TZVPD" multiplicity=1 homo_energy_ev=-8.701 e_above_lowest_kj_mol=117.31 lumo_ha=0.036 charge=0
C 1.5213 0.8194 2.3376 0.53 3.53 1.15 -0.444
S 1.6545 1.2885 0.5889 -1.14 -1.45 1.22 0.800
C 0.3875 -0.0273 0.2351 1.17 2.44 -2.83 -0.489
C 0.0673 0.2592 -1.2371 -1.52 0.62 1.29 -0.322
C -0.9626 -0.8112 -1.6786 1.16 2.64 -2.61 -0.318
N -2.1943 -0.8851 -0.9601 -0.08 -1.80 2.03 -0.013
H 1.8737 -0.1585 2.4648 0.20 -1.42 0.34 0.005
H 2.1573 1.5258 2.9650 -0.59 -0.95 -0.75 0.051
H 0.4845 1.0111 2.6816 0.59 -0.53 -0.22 0.041
H 0.8476 -0.9806 0.1740 0.28 -1.09 1.06 0.074
H -0.5302 0.1034 0.7734 -0.01 -0.19 0.87 0.067
H 0.9656 0.2282 -1.7827 1.21 -0.69 -1.02 0.072
H -0.1474 1.3422 -1.2974 -0.99 -0.47 -0.22 0.093
H -1.1970 -0.6239 -2.7503 0.01 -0.04 0.46 0.109
H -0.2803 -1.6434 -1.7440 -0.79 -1.31 0.58 0.105
H -2.5938 0.0087 -0.6785 0.41 -0.15 -0.28 0.078
H -2.0536 -1.4565 -0.0918 -0.46 0.87 -1.07 0.089

Record 6
7
Properties=species:S:1:pos:R:3:forces:R:3:lowdin_charge:R:1 method="wB97M-V/def2-TZVPD" multiplicity=1 homo_energy_ev=-13.666 lumo_ha=-0.213 charge=+1
F 2.1503 0.6176 -0.2439 4.08 3.15 -3.43 -0.168
Sn 0.7348 -0.3164 0.6297 -2.17 -4.28 4.81 1.331
H 3.0585 0.3280 -0.2750 -0.17 0.18 0.05 0.166
C -1.1907 -0.1717 0.0579 -2.07 1.13 -1.68 -0.395
H -1.5474 -1.1266 -0.3621 0.23 0.11 0.16 0.024
H -1.3636 0.5908 -0.7187 -0.23 -0.20 0.19 0.017
H -1.8419 0.0784 0.9119 0.34 -0.09 -0.09 0.025

Record 7
19
Properties=species:S:1:pos:R:3:forces:R:3:lowdin_charge:R:1 method="wB97M-V/def2-TZVPD" multiplicity=1 homo_energy_ev=-7.242 e_above_lowest_kj_mol=325.28 lumo_ha=0.029 charge=0
C 2.5238 0.8561 -0.3526 -0.03 -0.03 0.20 -0.152
C -0.8557 -1.0565 -0.7778 1.85 0.56 2.28 -0.207
C 0.5161 -0.3080 0.0407 0.07 -1.58 -1.81 -0.399
C -1.5035 -0.0987 0.0259 -2.99 0.39 -0.16 -0.439
N 0.8813 -0.8093 1.2708 -0.01 0.18 0.13 0.112
N -1.8784 -0.4335 1.3340 0.47 0.89 -1.49 0.114
N -2.0768 1.0528 -0.5215 0.76 -1.92 1.24 0.156
O -0.9141 -0.7437 -2.1076 0.23 0.54 -0.29 -0.045
N 1.1964 0.4286 -0.7354 -0.17 0.09 0.12 0.001
H -0.1257 -1.1162 -2.5206 -0.15 0.04 0.01 0.097
H 0.2978 -1.5555 1.6196 0.26 0.11 -0.13 0.076
H 1.8708 -0.9415 1.4221 -0.07 0.06 -0.04 0.084
H -2.3674 0.2903 1.8395 0.10 -0.61 0.29 0.096
H -1.9522 -1.4196 1.5313 -0.34 0.44 0.11 0.099
H -2.6238 1.6296 0.1041 0.36 0.30 -0.75 0.096
H -1.6474 1.3021 -1.4041 -0.37 0.51 0.25 0.100
H 2.5199 1.3832 0.6099 0.06 0.04 -0.03 0.074
H 2.9151 1.5267 -1.1182 0.02 -0.03 0.10 0.063
H 3.2239 0.0130 -0.2601 -0.03 0.00 -0.02 0.072

Record 8
30
Properties=species:S:1:pos:R:3:forces:R:3:lowdin_charge:R:1 method="wB97M-V/def2-TZVPD" multiplicity=1 homo_energy_ev=-8.266 e_above_lowest_kj_mol=262.59 lumo_ha=0.031 charge=0
C -1.7184 -2.5410 -1.3108 0.50 0.05 -4.15 -0.074
C -0.3426 -2.2281 -0.8268 -2.05 -0.68 3.14 -0.309
C 0.5973 -1.7046 -1.6221 1.43 -0.31 -1.89 -0.085
C 1.8228 -1.2444 -1.0555 -1.22 -0.99 -0.99 0.005
C 1.8235 -1.1309 0.3341 2.23 -0.10 -3.30 -0.390
O 2.9171 -0.8033 1.0187 -1.10 -0.67 3.32 0.084
C 0.8234 -1.5793 1.1116 -0.86 -0.07 4.81 -0.061
C -0.2166 -2.2698 0.6281 3.79 2.89 -6.38 0.010
H -2.3055 -3.1604 -0.7200 -1.19 -0.34 1.98 0.037
H -1.7123 -3.2760 -2.2168 0.31 1.67 0.78 0.108
H -2.1896 -1.5503 -1.6284 0.09 -1.62 0.47 0.109
H 0.3986 -1.8637 -2.7411 0.75 0.71 1.61 0.142
H 2.6580 -1.2803 -1.7830 -0.13 0.86 1.11 0.123
H 3.5977 -0.4227 0.5651 2.49 1.52 -2.32 0.066
H 0.9770 -1.3629 2.2358 -0.32 -0.67 -1.84 0.163
H -0.9941 -2.6573 1.0284 -4.70 -2.41 3.64 0.046
C 0.1261 2.2480 -0.8084 1.16 -0.56 -3.45 -0.116
C -0.5509 1.7266 0.4130 0.68 -3.14 1.01 -0.512
C 0.3873 1.6202 1.6804 -0.39 1.76 -0.76 -0.078
C -1.8123 2.4945 0.7388 1.27 2.28 0.56 -0.094
H 0.1529 1.3478 -1.5956 0.41 2.06 1.51 0.104
H 1.1748 2.6666 -0.7129 -1.13 -0.62 0.15 0.088
H -0.4613 3.0231 -1.3569 0.36 -0.37 0.58 0.066
H -0.7558 0.6209 0.1394 -0.27 1.58 0.66 0.126
H 0.6688 2.6678 1.9420 -0.22 -0.51 0.03 0.080
H -0.2147 1.2355 2.4946 0.14 -0.27 0.31 0.069
H 1.3483 1.1015 1.5848 -0.55 -0.21 -0.27 0.052
H -1.4224 3.4213 1.3294 -1.02 -1.37 -0.70 0.111
H -2.2171 2.9292 -0.1824 -0.35 -0.36 0.25 0.064
H -2.5600 1.9716 1.3166 -0.12 -0.12 0.14 0.067

Number 1: E -137573.0176 eV. Number 2: E -10925.4741 eV. Number 3: E -30861.7432 eV. Number 4: E -10806.3134 eV. Number 5: E -16650.5775 eV. Number 6: E -9640.8524 eV. Number 7: E -12315.1638 eV. Number 8: E -13743.9444 eV.